{
  "formula": "C3H3ClOS",
  "method": "ωB97M-V with the def2-TZVPD basis set",
  "homo_energy_ev": -9.483,
  "orbital_gap_ha": 0.2938,
  "total_energy_ev": -28563.50483,
  "mol_weight_g_mol": 122.58,
  "smiles": "O=C(C=S)CCl",
  "spin_multiplicity": 1,
  "elements": ["O", "C", "C", "S", "C", "Cl", "H", "H", "H"],
  "coordinates": [[-0.591, 1.717, -0.334], [-0.164, 0.624, -0.052], [1.287, 0.540, 0.196], [2.309, -0.621, -0.234], [-0.858, -0.666, -0.025], [-2.592, -0.469, -0.121], [1.688, 1.405, 0.681], [-0.575, -1.307, 0.802], [-0.502, -1.222, -0.915]]
}